An isolated molecule of C3H6N2O. Source: OMol25; level of theory: ωB97M-V with the def2-TZVPD basis set.

Values from the calculation:
ΔE to the lowest compared entry with this formula, charge and spin ... 318.98 kJ/mol
Largest force on an atom ... 0.01122 hartree/bohr
Highest occupied orbital energy ... -8.76 eV

```
12
C3H6N2O ωB97M-V with the def2-TZVPD basis set
C -1.8703 1.1634 -0.1049
C -0.7944 -0.5585 0.7219
O -0.6910 0.7921 0.6140
N 0.3733 -1.1045 0.3583
C 1.5912 -0.5113 -0.0063
N 2.5116 -1.2626 -0.4437
H -1.7131 2.1879 -0.4344
H -1.9704 0.5124 -0.9820
H -2.7618 1.0434 0.5164
H 0.3467 -2.1083 0.2445
H 1.6288 0.5670 0.1559
H 3.3496 -0.7210 -0.6397
```

Results of the Löwdin charge analysis, in e, for atoms 1 through 5: atom 1 (C): -0.11, atom 2 (C): -0.11, atom 3 (O): -0.19, atom 4 (N): 0.02, atom 5 (C): -0.26

***

A cluster of 2 separate species, CH6O in total in a non-equilibrium geometry. Source: OMol25; level of theory: ωB97M-V with the def2-TZVPD basis set.

Values from the calculation:
ΔE to the lowest compared entry with this formula, charge and spin ... 2.44 kJ/mol
Structure (SMILES) ... C.O
Largest force on an atom ... 0.02410 hartree/bohr
Highest occupied orbital energy ... -11.58 eV

```
8
CH6O ωB97M-V with the def2-TZVPD basis set
C 1.8877 -0.3853 2.0604
H 2.4648 0.1918 2.7979
H 1.9893 0.0802 1.0689
H 2.2687 -1.4165 2.0220
H 0.8273 -0.3974 2.3526
O -3.1522 0.7838 -3.0586
H -2.7785 -0.0701 -3.3739
H -3.5072 1.2136 -3.8694
```

Results of the Löwdin charge analysis, in e, for atoms 1 through 5: atom 1 (C): -0.06, atom 2 (H): 0.02, atom 3 (H): 0.02, atom 4 (H): 0.01, atom 5 (H): 0.02

***

A cluster of 2 separate species, C3H9N4 in total in a non-equilibrium geometry. Source: OMol25; level of theory: ωB97M-V with the def2-TZVPD basis set.

Values from the calculation:
ΔE to the lowest compared entry with this formula, charge and spin ... 178.11 kJ/mol
Largest force on an atom ... 0.08269 hartree/bohr
Highest occupied orbital energy (spin up / spin down) ... -10.54 / -14.83 eV
Total charge ... +1
2S+1 ... 3

```
16
C3H9N4 ωB97M-V with the def2-TZVPD basis set
C -0.1639 -1.1752 0.2652
C 1.1237 -0.5749 -0.5443
C -0.2591 1.1842 0.6498
N -3.8226 -0.2510 -0.7151
N -2.8503 0.3480 -0.6187
N -0.8310 -0.0677 0.8290
N 1.0769 0.8652 -0.3720
H -0.7102 -1.7116 -0.4076
H 0.2097 -2.0026 1.0277
H 1.9602 -1.0282 -0.0063
H 1.0451 -0.8600 -1.6311
H -0.9072 2.1184 0.2533
H 0.3076 1.6072 1.5858
H -4.2188 -1.1677 -0.5670
H 1.9158 1.2600 0.1031
H 0.9263 1.3106 -1.3304
```

Results of the Löwdin charge analysis, in e, for atoms 1 through 5: atom 1 (C): -0.17, atom 2 (C): -0.12, atom 3 (C): -0.11, atom 4 (N): 0.01, atom 5 (N): 0.04

***

Question: The highest ΔE to the lowest compared entry with this formula, charge and spin belongs to which entry?
Answer: C3H6N2O